<P>
Computed, not measured: an isolated molecule of CH2N2O2, with ωB97M-V/def2-TZVPD.

For the frontier orbital gap (spin up / spin down), the calculation gives 7.48 / 7.57 eV. Its LUMO energy (spin up / spin down) is -0.17 / -0.19 eV. Its multiplicity is 1.

Last column: Mulliken charge in e.
Atoms and positions in Å:
C  -0.837  1.147  0.416  0.62
N  0.316  -1.219  -0.527  -0.29
N  -0.808  0.104  -0.229  -0.30
O  -0.627  2.015  1.176  -0.39
O  1.586  -0.979  -0.391  -0.29
H  1.784  -0.787  0.583  0.32
H  -1.414  -0.280  -1.028  0.33

<Q>
Computed, not measured: a structure of composition CH2N2O2, with ωB97M-V/def2-TZVPD.

For the frontier orbital gap (spin up / spin down), the calculation gives 8.33 / 8.33 eV. Its LUMO energy (spin up / spin down) is 0.27 / 0.27 eV. Its multiplicity is 1.

Last column: Mulliken charge in e.
Atoms and positions in Å:
C  -0.026  0.552  1.137  0.64
N  0.663  -0.347  0.620  0.02
N  0.497  0.170  -0.678  -0.33
O  -0.697  1.523  1.279  -0.37
O  -0.690  -0.543  -1.178  -0.47
H  1.252  -1.106  0.896  0.19
H  -0.998  -0.249  -2.076  0.34

Energy ordering: <Q> at the bottom, the next structure 0.160 eV above.